Here is a cluster of 6 separate species, C2H14NO7 in total in a non-equilibrium geometry from OMol25. Energies are from the ωB97M-V functional and the def2-TZVPD basis.

The geometry in XYZ format:
```
24
C2H14NO7, DFT the ωB97M-V functional and the def2-TZVPD basis
O -0.137 1.247 -0.543
C 1.058 1.103 -0.363
O 1.885 0.494 -1.076
C 1.641 1.651 0.996
N 2.960 2.198 0.694
H 1.071 2.530 1.352
H 1.682 0.971 1.859
H 3.613 1.479 1.015
H 3.198 2.367 -0.288
H -1.565 -3.348 1.054
H -1.347 -2.085 0.129
O -1.154 -3.048 0.241
H 0.482 -2.386 -1.561
H 1.089 -1.012 -1.866
O 0.628 -1.762 -2.282
H -1.180 0.962 2.161
H -0.177 0.772 3.237
O -1.104 0.569 3.051
H -1.356 -0.928 -2.726
H -1.086 0.293 -1.977
O -1.830 -0.119 -2.458
H -2.668 -0.475 0.611
H -2.686 -0.601 -1.071
O -3.018 -0.873 -0.188
```

Results
**2S+1**: 2
**Total charge**: 0
**E_LUMO (spin up / spin down)**: -0.18 / -5.04 eV
**M**: 164.134 g/mol
**⟨S²⟩**: 0.758
**HOMO-LUMO gap (spin up / spin down)**: 10.5 / 5.6 eV

Listed below, in e, are the Mulliken charges computed for each atom: number 1, O, carries -0.48; number 2, C, carries 0.81; number 3, O, carries -0.73; number 4, C, carries -0.30; number 5, N, carries -0.47; number 6, H, carries 0.27; number 7, H, carries 0.21; number 8, H, carries 0.30; number 9, H, carries 0.31; number 10, H, carries 0.29; number 11, H, carries 0.35; number 12, O, carries -0.62; number 13, H, carries 0.33; number 14, H, carries 0.33; number 15, O, carries -0.67; number 16, H, carries 0.34; number 17, H, carries 0.30; number 18, O, carries -0.62; number 19, H, carries 0.40; number 20, H, carries 0.41; number 21, O, carries -0.77; number 22, H, carries 0.28; number 23, H, carries 0.44; number 24, O, carries -0.71

---

Here is a cluster of 4 separate species, CH11NO4 in total in a non-equilibrium geometry from OMol25. Energies are from the ωB97M-V functional and the def2-TZVPD basis.

The geometry in XYZ format:
```
17
CH11NO4, DFT the ωB97M-V functional and the def2-TZVPD basis
N -1.525 -0.088 -0.599
C -1.654 1.320 -0.634
O -0.385 1.999 -0.811
H -1.417 -0.655 -1.424
H -1.182 -0.438 0.290
H -2.230 1.709 -1.471
H -2.151 1.753 0.231
H 0.019 2.348 -0.012
H 0.323 -0.109 1.537
H 0.163 -1.627 1.688
O -0.156 -0.781 2.032
H 2.558 0.613 -0.571
H 1.001 0.815 -0.717
O 1.698 0.299 -0.268
H 1.594 -1.688 -0.183
H 1.984 -3.097 0.434
O 1.359 -2.372 0.480
```

Results
**Total charge**: 0
**E_LUMO**: 0.53 eV
**M**: 101.102 g/mol
**ΔE to the lowest compared entry with this formula, charge and spin**: 0.467 eV
**HOMO-LUMO gap**: 9.9 eV

Listed below, in e, are the Mulliken charges computed for each atom: number 1, N, carries -0.38; number 2, C, carries -0.36; number 3, O, carries -0.62; number 4, H, carries 0.20; number 5, H, carries 0.27; number 6, H, carries 0.27; number 7, H, carries 0.32; number 8, H, carries 0.33; number 9, H, carries 0.28; number 10, H, carries 0.40; number 11, O, carries -0.73; number 12, H, carries 0.28; number 13, H, carries 0.41; number 14, O, carries -0.67; number 15, H, carries 0.35; number 16, H, carries 0.29; number 17, O, carries -0.64

---

Here is a structure of composition C6H8O2 in a non-equilibrium geometry from OMol25. Energies are from the ωB97M-V functional and the def2-TZVPD basis.

The geometry in XYZ format:
```
16
C6H8O2, DFT the ωB97M-V functional and the def2-TZVPD basis
C -0.185 -0.012 -0.176
C 0.343 1.393 -0.114
C -0.499 2.345 0.302
C 0.754 -0.980 0.695
C 0.398 -1.821 1.558
C 0.111 -0.489 -1.409
H -1.883 0.076 -1.328
H 1.470 1.677 -0.614
H -1.472 1.773 0.598
H -0.325 3.433 0.434
H 1.805 -1.056 0.417
H -0.683 -2.251 1.851
H 1.212 -2.396 1.865
H 1.377 -0.967 -1.636
O -1.567 -0.505 -0.035
O -0.856 -0.218 -2.409
```

Results
**Total charge**: 0
**E_LUMO**: -0.63 eV
**M**: 112.128 g/mol
**ΔE to the lowest compared entry with this formula, charge and spin**: 8.487 eV
**HOMO-LUMO gap**: 9.5 eV

Listed below, in e, are the Mulliken charges computed for each atom: number 1, C, carries 1.41; number 2, C, carries -0.19; number 3, C, carries -0.69; number 4, C, carries -0.64; number 5, C, carries -0.76; number 6, C, carries -0.11; number 7, H, carries 0.52; number 8, H, carries 0.19; number 9, H, carries 0.27; number 10, H, carries 0.30; number 11, H, carries 0.27; number 12, H, carries 0.20; number 13, H, carries 0.31; number 14, H, carries 0.25; number 15, O, carries -0.78; number 16, O, carries -0.55

---

Here is a structure of composition CHNO2S in a non-equilibrium geometry from OMol25. Energies are from the ωB97M-V functional and the def2-TZVPD basis.

The geometry in XYZ format:
```
6
CHNO2S, DFT the ωB97M-V functional and the def2-TZVPD basis
C -1.604 -0.357 -0.018
N -0.615 -0.645 -0.644
O -2.601 -0.053 0.488
O 2.113 1.316 0.513
S 1.342 0.484 -0.453
H 1.365 -0.745 0.113
```

Results
**Total charge**: 0
**E_LUMO**: -2.90 eV
**M**: 91.091 g/mol
**ΔE to the lowest compared entry with this formula, charge and spin**: 1.782 eV
**HOMO-LUMO gap**: 7.4 eV

Listed below, in e, are the Mulliken charges computed for each atom: number 1, C, carries 0.69; number 2, N, carries -0.68; number 3, O, carries -0.42; number 4, O, carries -0.38; number 5, S, carries 0.52; number 6, H, carries 0.26

---

Here is an isolated molecule of C3H3NO in a non-equilibrium geometry from OMol25. Energies are from the ωB97M-V functional and the def2-TZVPD basis.

The geometry in XYZ format:
```
8
C3H3NO, DFT the ωB97M-V functional and the def2-TZVPD basis
C -0.463 0.043 -0.024
C 0.931 0.076 0.169
C 2.106 -0.075 0.530
H -0.603 0.699 -2.204
H -2.060 0.352 -1.135
H 3.103 -0.255 0.907
N -0.946 0.193 -1.288
O -1.158 -0.302 0.925
```

Results
**Total charge**: 0
**E_LUMO**: 0.66 eV
**M**: 69.063 g/mol
**ΔE to the lowest compared entry with this formula, charge and spin**: 1.853 eV
**HOMO-LUMO gap**: 10.8 eV

Listed below, in e, are the Mulliken charges computed for each atom: number 1, C, carries 0.11; number 2, C, carries -0.09; number 3, C, carries 0.03; number 4, H, carries 0.28; number 5, H, carries 0.29; number 6, H, carries 0.37; number 7, N, carries -0.46; number 8, O, carries -0.53